(1)
228
Properties=species:S:1:pos:R:3 method="wB97M-V/def2-TZVPD" fmax_ev_per_a=3.5 molar_mass_da=1825.98 orbital_gap_ev=9.2 e_above_lowest_kcal_mol=5.7 lumo_ev=0.49 total_charge=0
F -2.0809 0.4766 0.2527
C -0.7455 0.1238 0.2456
C -0.2238 -0.9300 0.9804
C 1.1234 -1.1740 0.8644
C 1.9903 -0.3398 0.1495
C 1.4349 0.6850 -0.5397
C 0.0575 0.9618 -0.4779
H -0.7370 -1.6718 1.5742
H 1.5286 -2.0184 1.4022
H 3.0352 -0.6026 0.0758
H 2.1798 1.3302 -0.9815
H -0.3109 1.8795 -0.9120
F -2.0098 3.7603 -5.5074
C -1.1425 2.7059 -5.4120
C -1.0680 2.1098 -4.2035
C -0.3072 0.9879 -4.1927
C 0.4586 0.5777 -5.2897
C 0.4673 1.2549 -6.4816
C -0.3889 2.3125 -6.5614
H -1.6734 2.3823 -3.3516
H -0.2174 0.4158 -3.2812
H 1.2516 -0.1398 -5.1388
H 1.1858 0.9717 -7.2366
H -0.5386 2.9423 -7.4258
F 2.0504 -6.0172 -2.6793
C 1.8617 -5.3108 -3.8354
C 2.4264 -4.0154 -3.9330
C 2.1685 -3.2124 -5.0374
C 1.3759 -3.7419 -6.0526
C 0.7995 -5.0031 -5.9270
C 1.0480 -5.8306 -4.8209
H 3.0553 -3.6001 -3.1595
H 2.6178 -2.2450 -5.2071
H 1.2878 -3.2500 -7.0100
H 0.1637 -5.3383 -6.7331
H 0.5259 -6.7641 -4.6710
F 1.7524 1.1098 6.6445
C 1.3688 1.3683 5.4037
C 0.1415 2.0139 5.2460
C -0.1324 2.4588 3.9858
C 0.7176 2.1729 2.8903
C 1.8872 1.4020 3.0850
C 2.2730 1.0902 4.4104
H -0.6079 2.1957 6.0021
H -1.0651 2.9921 3.8756
H 0.5448 2.5931 1.9105
H 2.5535 1.2404 2.2505
H 3.2606 0.6716 4.5360
F 5.3697 -2.1063 -4.4339
C 5.4181 -1.1255 -3.4491
C 6.2338 -1.2230 -2.3387
C 6.2216 -0.1847 -1.3986
C 5.3064 0.8725 -1.4843
C 4.4150 0.9358 -2.5651
C 4.5168 -0.0436 -3.5771
H 6.8582 -2.0945 -2.2079
H 6.8016 -0.2127 -0.4880
H 5.3657 1.7178 -0.8148
H 3.6799 1.7142 -2.7072
H 3.9133 -0.0604 -4.4726
F -2.2069 -3.6530 2.9947
C -1.1692 -4.4877 3.0145
C -0.1829 -4.3632 4.0259
C 0.9028 -5.2156 4.0576
C 0.9726 -6.2145 3.0848
C -0.0293 -6.3605 2.1092
C -1.1383 -5.5214 2.0989
H -0.2338 -3.5855 4.7735
H 1.6563 -4.9775 4.7937
H 1.8833 -6.7949 3.0860
H 0.1702 -7.0711 1.3207
H -1.8263 -5.6991 1.2856
F 7.3157 4.4599 -1.5350
C 6.0858 4.3056 -0.9999
C 4.9055 4.3240 -1.7442
C 3.6762 4.2262 -1.1458
C 3.6465 3.9384 0.2269
C 4.7924 3.9585 0.9984
C 6.0424 4.1810 0.3842
H 4.9595 4.3742 -2.8217
H 2.7104 4.1901 -1.6279
H 2.6617 3.7975 0.6473
H 4.8241 3.7032 2.0473
H 6.9877 4.0772 0.8961
F -5.4325 6.1322 -2.1563
C -5.0911 4.9510 -1.7195
C -6.0926 4.0992 -1.2936
C -5.8184 2.8350 -0.7801
C -4.4719 2.4806 -0.6510
C -3.4944 3.2627 -1.2266
C -3.7678 4.5262 -1.7577
H -7.0699 4.5513 -1.2107
H -6.6327 2.2027 -0.4585
H -4.2749 1.5155 -0.2081
H -2.5046 2.8378 -1.3053
H -3.0070 5.1743 -2.1670
F 0.3568 -3.8837 -0.3765
C -0.4719 -3.9935 -1.4807
C -0.6304 -2.8469 -2.2798
C -1.2764 -2.9456 -3.4624
C -1.9375 -4.1150 -3.7725
C -1.7091 -5.2747 -3.0388
C -0.9534 -5.2204 -1.8343
H -0.2575 -1.8670 -2.0207
H -1.3405 -2.0444 -4.0541
H -2.4913 -4.1567 -4.6988
H -2.1212 -6.2127 -3.3805
H -0.7613 -6.0179 -1.1318
F 3.6907 -1.7684 4.7505
C 4.6889 -2.0445 5.6066
C 5.8307 -1.2362 5.6756
C 6.8125 -1.5803 6.6205
C 6.6850 -2.6908 7.4104
C 5.6003 -3.5389 7.2543
C 4.5479 -3.1836 6.3844
H 5.8784 -0.3905 5.0055
H 7.7118 -1.0032 6.7775
H 7.4780 -2.9549 8.0943
H 5.5765 -4.5330 7.6757
H 3.7224 -3.8429 6.1606
F 6.5815 -6.3812 -0.4651
C 5.7372 -5.6699 0.3129
C 4.8945 -4.7319 -0.2591
C 4.0901 -3.9189 0.5509
C 4.0579 -4.2056 1.9376
C 4.9760 -5.1146 2.5102
C 5.8839 -5.7872 1.6839
H 4.7844 -4.5788 -1.3225
H 3.3926 -3.1925 0.1608
H 3.3330 -3.7176 2.5722
H 4.9875 -5.1983 3.5869
H 6.5325 -6.5431 2.1016
F -0.9109 3.9118 0.5473
C -1.0403 5.0399 1.2611
C 0.0913 5.6580 1.6807
C 0.0005 6.9006 2.2521
C -1.2640 7.4357 2.6099
C -2.4283 6.7044 2.3191
C -2.2942 5.5329 1.5511
H 1.0183 5.1865 1.3895
H 0.8811 7.4155 2.6067
H -1.2918 8.4242 3.0440
H -3.4131 7.1152 2.4860
H -3.1622 4.9741 1.2339
F -4.0962 2.4852 8.2139
C -4.1482 3.1407 7.0605
C -4.2651 4.5378 7.1084
C -4.3679 5.2531 5.9632
C -4.2466 4.6072 4.7325
C -3.9642 3.2765 4.6413
C -3.9970 2.5037 5.8329
H -4.3963 5.0654 8.0415
H -4.5699 6.3118 6.0333
H -4.3422 5.1869 3.8263
H -3.9263 2.8194 3.6636
H -3.9141 1.4331 5.7179
F -9.2826 -0.7319 -1.0315
C -8.1168 -1.0104 -1.5762
C -8.0120 -1.2900 -2.9548
C -6.7997 -1.6320 -3.4713
C -5.6582 -1.6227 -2.6708
C -5.7033 -1.2813 -1.3200
C -6.9522 -1.0421 -0.7751
H -8.9854 -1.1600 -3.4041
H -6.6379 -2.0176 -4.4670
H -4.7688 -1.9913 -3.1601
H -4.8553 -1.2282 -0.6534
H -7.0448 -0.9273 0.2948
F -7.6952 0.8916 3.2104
C -6.5895 0.1386 3.5064
C -5.3880 0.2421 2.7600
C -4.2075 -0.3376 3.2071
C -4.2190 -1.2263 4.2840
C -5.3865 -1.3570 4.9457
C -6.5907 -0.7180 4.5936
H -5.2503 0.9245 1.9343
H -3.3380 -0.2076 2.5799
H -3.3439 -1.7568 4.6294
H -5.5409 -2.0123 5.7902
H -7.4910 -0.8737 5.1694
F 4.6538 7.3440 -6.0939
C 4.2722 6.1505 -5.6305
C 4.9306 4.9601 -5.8575
C 4.4126 3.7447 -5.4008
C 3.1565 3.6990 -4.7341
C 2.4589 4.8877 -4.5895
C 3.0118 6.1213 -4.9914
H 5.8121 5.0846 -6.4690
H 5.0282 2.8898 -5.6389
H 2.7130 2.7958 -4.3418
H 1.4775 4.9061 -4.1391
H 2.4027 7.0071 -4.8874
F 5.0762 1.0095 2.9341
C 6.1379 0.2570 2.6559
C 6.0091 -1.0931 2.2155
C 7.1143 -1.9308 1.9909
C 8.3694 -1.3559 2.0765
C 8.5087 -0.0045 2.4915
C 7.4029 0.7756 2.7980
H 4.9969 -1.4573 2.1183
H 7.0386 -2.9750 1.7260
H 9.3057 -1.8776 1.9436
H 9.4736 0.4671 2.6055
H 7.4820 1.7743 3.2016
F -7.9161 -5.3538 -1.5612
C -7.3819 -4.7118 -0.4608
C -5.9631 -4.6120 -0.3834
C -5.3433 -4.0129 0.7162
C -6.1554 -3.5562 1.7443
C -7.5467 -3.6820 1.7311
C -8.1312 -4.2226 0.5880
H -5.4481 -5.0686 -1.2157
H -4.2718 -3.9218 0.8168
H -5.6760 -3.1640 2.6290
H -8.1432 -3.3214 2.5560
H -9.2039 -4.3478 0.5955
F -2.8636 -0.5366 -4.9012
C -3.5729 0.5449 -5.1757
C -4.3210 1.1212 -4.1618
C -5.0534 2.3124 -4.3896
C -5.0259 2.8681 -5.6892
C -4.3046 2.2662 -6.7073
C -3.5498 1.0862 -6.4282
H -4.1824 0.6859 -3.1832
H -5.6337 2.7649 -3.5991
H -5.6244 3.7266 -5.9561
H -4.1607 2.7065 -7.6829
H -2.9399 0.6113 -7.1824

(2)
31
Properties=species:S:1:pos:R:3 method="wB97M-V/def2-TZVPD" fmax_ev_per_a=1.0 molar_mass_da=474.72 orbital_gap_ev=3.1 lumo_ev=4.23 total_charge=-2
Al -1.1179 -0.6367 0.4148
S -0.6369 -2.8949 0.8009
S -1.7276 -3.0076 2.5675
S -3.6047 -2.5618 1.8795
S -3.3704 -0.6225 1.1792
C 2.4713 -0.2221 0.9377
C 1.4104 0.4536 1.8337
C 1.9702 1.8122 2.2789
C 1.2403 -0.4220 3.0875
C 0.0975 0.6401 1.0997
H 3.4268 -0.3588 1.4672
H 2.6466 0.3845 0.0468
H 2.1126 -1.2003 0.6126
H 2.9138 1.7005 2.8293
H 1.2506 2.3230 2.9238
H 2.1540 2.4480 1.4079
H 2.1919 -0.5461 3.6237
H 0.8703 -1.4090 2.8095
H 0.5101 0.0303 3.7612
H -0.0574 1.6714 0.7692
Cl -2.5959 1.9399 -0.8404
C -1.9149 0.8928 -2.0575
C -1.2738 -0.2738 -1.6346
C -0.6806 -1.0103 -2.6647
Cl 0.2325 -2.4375 -2.2631
C -0.7410 -0.6459 -4.0044
Cl 0.0244 -1.5943 -5.2402
C -1.4214 0.5123 -4.3674
Cl -1.5277 0.9866 -6.0451
C -2.0121 1.2969 -3.3797
Cl -2.8410 2.7515 -3.8338

(3)
30
Properties=species:S:1:pos:R:3 method="wB97M-V/def2-TZVPD" multiplicity=5 fmax_ev_per_a=10.7 molar_mass_da=462.07 orbital_gap_ev="5.2 / 6.0" e_above_lowest_kcal_mol=96.7 lumo_ev="3.07 / 1.13" total_charge=-1
C 1.2687 0.5949 -2.3229
C 1.4219 0.7178 -0.9040
C 0.8334 -0.4241 -0.3098
H 1.9546 1.5457 -0.4578
C 0.0948 -1.1118 -1.2919
C 0.3980 -0.5238 -2.5432
H 0.0627 -0.9643 -3.4616
H 1.7032 1.2661 -3.0471
H 0.9483 -0.7748 0.6910
H -0.6291 -1.9074 -1.1863
Rh -0.5785 1.0412 -1.8021
Br -0.5483 2.8852 -0.0065
C -2.4732 1.7664 -2.1036
C -2.1767 0.7771 -3.0695
C -0.9875 1.1327 -3.7285
H -2.7908 -0.1055 -3.2313
C -0.5016 2.3682 -3.1796
C -1.5396 2.8609 -2.3016
H -1.7034 3.8934 -1.9860
H -3.3547 1.8683 -1.4777
H -0.5320 0.5668 -4.5354
H 0.4294 2.8888 -3.3912
F -2.6225 0.0463 4.1054
C -1.8532 1.0004 3.5297
F -2.6479 1.8474 2.8222
F -1.1702 1.6991 4.4676
S -0.5883 0.1339 2.4047
O 0.1363 -0.8526 3.1910
O -1.4735 -0.3545 1.3395
O 0.2927 1.2546 2.0004

(4)
25
Properties=species:S:1:pos:R:3 method="wB97M-V/def2-TZVPD" multiplicity=2 fmax_ev_per_a=5.8 molar_mass_da=363.84 orbital_gap_ev="6.6 / 6.6" e_above_lowest_kcal_mol=0.0 lumo_ev="2.43 / 2.43" total_charge=-1
C 0.3417 -0.7778 2.5455
C 0.4156 0.4660 1.8328
C 1.4467 0.3415 0.8465
H -0.0939 1.3550 2.1635
C 2.0236 -0.9732 0.8982
C 1.3193 -1.6743 1.9260
H 1.4822 -2.7580 2.1504
H -0.3181 -0.9092 3.4140
H 1.8613 1.2269 0.3638
H 2.8496 -1.3722 0.2951
Ce -0.6980 -0.1722 -0.5096
Cl -3.1295 -0.2257 0.2519
C -1.4359 1.1049 -2.4409
C -0.0506 0.8800 -2.7647
C 0.7439 1.7714 -1.9771
H 0.3330 0.2393 -3.5614
C -0.1195 2.4779 -1.0999
C -1.4686 2.0476 -1.3564
H -2.3539 2.4410 -0.8678
H -2.2691 0.5369 -2.8245
H 1.7887 2.0321 -2.1833
H 0.1633 3.3609 -0.5090
S -1.1509 -5.0112 1.9684
C -0.9015 -3.6986 1.0609
N -0.7797 -2.7088 0.3774